Record 1
The following is a quantum chemistry calculation of a structure of composition C32H73InNO10S2, from the OMol25 dataset.

```
! RIJCOSX wB97M-V def2-TZVPD def2/J DEFGRID3
* xyz -1 1
C 1.96479 -2.14394 2.49160
C 1.68080 -2.12012 0.99022
C 1.14600 -0.76204 0.50090
C 2.23607 0.17085 -0.06361
C 2.25375 0.13728 -1.59120
In 2.02382 2.22535 0.73690
S 3.87120 3.52844 -0.39727
C 0.11441 3.19604 0.24751
C -0.97954 2.28432 -0.33495
C -1.96047 1.81007 0.74735
C -2.52385 0.40912 0.53742
N -3.67007 0.33013 -0.41485
C -4.94510 0.21652 0.13740
C -5.45545 1.40926 0.91782
O -5.64326 -0.76340 -0.03361
C 2.52181 2.12303 2.90568
S 1.67381 3.28790 4.00862
C 0.87594 2.14012 5.15059
C -0.22624 1.28364 4.52036
H 1.14271 -1.68162 3.04560
H 2.08589 -3.16473 2.86310
H 2.87897 -1.59704 2.73785
H 2.60387 -2.34983 0.45036
H 0.95973 -2.91236 0.76460
H 0.60875 -0.29471 1.33998
H 0.39609 -0.93205 -0.28105
H 3.21356 -0.17159 0.29976
H 1.34798 0.59091 -2.00814
H 3.10260 0.69852 -1.99227
H 2.30602 -0.88577 -2.00044
H 4.46566 4.08032 0.66754
H -0.27863 3.70434 1.13490
H 0.36697 3.98984 -0.46068
H -0.55622 1.40140 -0.82935
H -1.54310 2.80911 -1.11537
H -2.79129 2.51564 0.80686
H -1.46778 1.84487 1.72323
H -2.80861 -0.04664 1.49181
H -1.74448 -0.21578 0.10194
H -3.57169 -0.47631 -1.02225
H -4.77202 2.25074 0.89929
H -6.40757 1.70084 0.47515
H -5.64924 1.11235 1.95006
H 2.30890 1.11072 3.26175
H 3.59725 2.27483 3.02014
H 0.47492 2.76398 5.95264
H 1.64923 1.50532 5.59066
H -1.21194 1.72577 4.67356
H -0.22936 0.26874 4.92515
H -0.07475 1.20349 3.44274
C 10.62129 1.08253 -4.60227
O 9.95582 0.61704 -3.45696
C 10.26136 1.33849 -2.27711
C 9.05760 1.48613 -1.37127
O 8.07983 2.38776 -1.84225
C 7.19058 1.94552 -2.85845
C 6.11815 0.99102 -2.39134
O 6.64923 -0.29642 -2.09464
C 5.97962 -0.92489 -1.02342
H 11.69070 0.83440 -4.58709
H 10.16367 0.59876 -5.46419
H 10.51924 2.16847 -4.71183
H 10.64287 2.33538 -2.52923
H 11.04459 0.80624 -1.71768
H 9.42830 1.93381 -0.44437
H 8.63494 0.50806 -1.13187
H 7.73605 1.52504 -3.70767
H 6.67667 2.85040 -3.18872
H 5.37610 0.89447 -3.19639
H 5.60374 1.40412 -1.51866
H 5.89042 -0.25643 -0.16022
H 6.56590 -1.79983 -0.74094
H 4.97000 -1.24840 -1.30479
C 4.99143 -6.26188 -3.44877
O 4.47456 -6.81961 -2.26393
C 4.80413 -6.08985 -1.09670
C 3.67478 -6.09683 -0.09067
O 2.56265 -5.30360 -0.45568
C 1.68600 -5.76078 -1.46692
C 0.78674 -6.90285 -1.05126
O 1.49829 -8.12312 -0.94495
C 1.03214 -8.96559 0.07912
H 6.07696 -6.39776 -3.52592
H 4.51496 -6.77429 -4.28329
H 4.77079 -5.19095 -3.51700
H 5.04882 -5.05178 -1.34998
H 5.68640 -6.53933 -0.61898
H 4.06463 -5.62108 0.81307
H 3.38571 -7.12003 0.16187
H 2.21631 -6.00445 -2.39039
H 1.03312 -4.90703 -1.66532
H -0.00347 -7.00412 -1.80845
H 0.30958 -6.65367 -0.09602
H 0.94113 -8.42802 1.03015
H 1.75900 -9.76819 0.19621
H 0.05735 -9.40689 -0.16335
C -10.71234 0.79571 0.94560
O -10.56000 2.09485 1.47025
C -9.28182 2.65822 1.23666
C -9.36376 4.14518 0.97776
O -9.92529 4.49070 -0.27812
C -11.33071 4.41235 -0.42869
C -12.09380 5.55031 0.21272
O -12.10935 5.44116 1.62325
C -12.07556 6.67753 2.29344
H -10.14396 0.05409 1.51804
H -11.77105 0.54653 1.00063
H -10.38806 0.74658 -0.09961
H -8.79862 2.16797 0.38382
H -8.64816 2.50047 2.12034
H -8.33547 4.51220 0.93393
H -9.87091 4.65043 1.80215
H -11.72471 3.45125 -0.09202
H -11.49854 4.49411 -1.50569
H -13.12450 5.52353 -0.16926
H -11.64450 6.50277 -0.09299
H -11.26959 7.31607 1.91442
H -11.89528 6.47091 3.34708
H -13.02356 7.22122 2.19875
*
```

F_max (eV Å⁻¹): 0.6
DFT total energy (Ha): -3056.56486

Record 2
The following is a quantum chemistry calculation of a structure of composition C32H73O17Zr, from the OMol25 dataset.

```
! RIJCOSX wB97M-V def2-TZVPD def2/J DEFGRID3
* xyz 3 1
Zr -1.77928 -2.23439 -2.04069
C -1.17920 0.15756 0.75880
C -1.67761 -0.84956 -0.12884
O -1.65314 -2.16358 -0.02259
O -2.18612 -0.42576 -1.21776
H -0.54510 -0.23417 1.59852
H -2.02372 0.49803 1.38536
H -0.58770 0.86547 0.14187
C -0.06639 -4.50156 3.11772
O 0.60163 -3.78468 2.06856
C 1.97773 -3.43891 2.42034
C 2.37538 -2.06902 1.84217
O 3.20262 -2.24846 0.73676
C 4.27444 -1.30135 0.69555
C 5.31044 -1.50702 1.77468
O 4.80228 -1.00366 2.98088
C 5.86469 -0.49393 3.84113
H -1.02091 -4.89323 2.70208
H -0.16048 -3.80411 3.94132
H 0.39398 -5.44365 3.48522
H 2.59687 -4.24906 1.99251
H 2.06440 -3.38729 3.50422
H 2.73845 -1.36964 2.57808
H 1.45851 -1.61692 1.44042
H 3.90220 -0.26210 0.73288
H 4.77776 -1.51411 -0.24809
H 6.24725 -1.01068 1.55139
H 5.58821 -2.56131 1.81038
H 5.42669 -0.27406 4.77817
H 6.30054 0.43663 3.42263
H 6.62206 -1.24588 3.98197
C 0.23869 -3.63143 -5.16458
O 0.05089 -3.51800 -3.77826
C 1.30261 -3.33798 -3.15026
C 0.98233 -2.72579 -1.78139
O 0.07713 -1.56371 -2.18179
C 0.94092 -0.26803 -2.13153
C 0.66793 1.04703 -2.85293
O -0.15119 1.86173 -2.07520
C 0.04864 3.25293 -2.38845
H -0.67337 -3.83323 -5.67990
H 0.99710 -4.41734 -5.34891
H 0.69133 -2.72399 -5.59403
H 1.93896 -2.65441 -3.74127
H 1.78498 -4.33636 -3.02064
H 1.70534 -2.33300 -1.08352
H 0.42922 -3.40948 -1.18758
H 1.84951 -0.68753 -2.51431
H 0.94808 -0.05878 -1.03425
H 0.36258 1.02929 -3.89740
H 1.68337 1.45150 -2.85146
H -0.55493 3.57446 -3.23065
H 1.10760 3.40883 -2.58217
H -0.26259 3.88525 -1.54737
C 1.58373 0.80893 4.32543
O 1.85010 2.02411 3.66521
C 2.17414 1.78309 2.33851
C 2.70786 2.96096 1.62667
O 4.07592 2.92153 1.53071
C 4.61489 4.16813 0.96920
C 4.06693 4.62855 -0.33672
O 3.88554 3.56329 -1.29712
C 3.75654 3.93342 -2.64089
H 0.75090 0.24630 3.82244
H 1.26048 0.99928 5.35903
H 2.44302 0.12360 4.32817
H 1.27819 1.39420 1.82387
H 2.87086 0.93380 2.34417
H 2.41503 3.84729 2.21001
H 2.30341 3.01252 0.59062
H 5.65812 3.88391 0.92308
H 4.55567 4.98795 1.68761
H 4.79512 5.35019 -0.69743
H 3.15539 5.24425 -0.16090
H 2.92835 4.64579 -2.79200
H 3.59320 2.99340 -3.13479
H 4.62824 4.42409 -3.07608
C -0.69991 -5.24756 -0.30166
O -1.67058 -4.49660 -1.26949
C -1.71323 -5.39106 -2.47283
C -2.83926 -4.89139 -3.36304
O -2.53109 -3.49114 -3.67335
C -3.55950 -2.68313 -4.23756
C -4.65084 -2.62260 -3.24151
O -4.00750 -2.26209 -1.97197
C -5.09661 -1.80145 -1.08091
H -1.21624 -6.13515 -0.00428
H -0.28429 -4.59101 0.46457
H 0.11561 -5.61651 -0.95255
H -1.95676 -6.41191 -2.18724
H -0.72996 -5.38639 -2.98789
H -3.72942 -4.95243 -2.78235
H -2.96410 -5.34712 -4.37092
H -3.91837 -3.02162 -5.21529
H -3.12062 -1.70322 -4.46315
H -5.13882 -3.59365 -3.02569
H -5.40036 -1.86687 -3.43613
H -5.96438 -2.38187 -1.31836
H -5.14087 -0.71039 -1.14617
H -4.82621 -2.03524 -0.05622
C -2.42996 1.31523 3.76928
O -3.16863 1.15744 2.55443
C -3.71246 2.31139 1.99492
C -2.93015 2.75368 0.77751
O -3.42448 3.90360 0.11398
C -3.01083 5.19483 0.59613
C -4.10795 6.21144 0.42187
O -5.11408 5.97006 1.40966
C -4.81638 6.58018 2.66083
H -1.55219 1.95478 3.59680
H -2.11809 0.34383 4.08551
H -2.95926 1.78904 4.61232
H -3.78049 3.04144 2.81476
H -4.72259 2.10751 1.68224
H -2.90647 1.92076 0.10622
H -1.88965 2.99215 1.00306
H -2.16194 5.46103 -0.00782
H -2.74053 5.11233 1.62921
H -4.56755 6.11120 -0.60569
H -3.83693 7.24801 0.54220
H -5.55973 6.25401 3.38595
H -4.81071 7.66050 2.59690
H -3.79889 6.28581 3.13714
*
```

F_max (eV Å⁻¹): 3.2
DFT total energy (Ha): -2587.99035